Record 1
The following is a quantum chemistry calculation of C56H34AgF15GeIN6O2PS as an isolated structure, from the OMol25 dataset.

```
118
Properties=species:S:1:pos:R:3:forces:R:3
Ag 0.467527 0.907000 -0.125061 -0.2 0.4 0.1
N 2.992091 0.935793 2.860473 -0.1 -0.1 -0.2
C 1.670111 0.782334 3.261257 0.2 0.0 0.0
C 1.408432 0.868080 4.642138 0.0 0.0 0.0
C 0.120850 0.677251 5.084403 -0.1 0.0 0.0
C -0.889582 0.416775 4.160781 0.1 0.0 0.0
C -0.536146 0.372791 2.826177 0.0 0.0 -0.1
N 0.714150 0.547680 2.384256 -0.1 -0.1 -0.1
C 3.642749 0.962232 1.613169 -0.2 0.0 0.3
C 5.044083 0.910660 1.657671 0.0 0.0 0.1
C 5.746671 1.006559 0.479643 0.0 0.0 0.0
C 5.047159 1.144233 -0.711644 0.0 0.0 0.0
C 3.669555 1.149539 -0.648684 -0.1 0.0 0.0
N 2.966202 1.058442 0.486363 0.1 0.1 0.0
H 3.629661 1.016779 3.630935 0.0 0.0 0.0
H 2.212500 1.083875 5.336486 0.0 0.0 0.0
H -0.099958 0.736872 6.144717 0.0 0.0 0.0
H -1.916406 0.261952 4.466371 0.0 0.0 0.0
H -1.270226 0.209483 2.039446 0.1 0.0 0.0
H 5.555093 0.786216 2.606203 0.0 0.0 0.0
H 6.829458 0.966805 0.488415 0.0 0.0 0.0
H 5.549169 1.230561 -1.665104 0.0 0.0 0.0
H 3.084714 1.227965 -1.556723 0.0 0.0 0.1
I 2.222283 2.079728 -7.467873 0.0 0.0 0.0
C 2.030617 2.729451 -5.478754 0.0 0.0 0.0
C 2.425174 4.019061 -5.148655 -0.1 0.0 0.2
C 2.285035 4.442252 -3.830541 0.0 0.0 -0.2
C 1.762451 3.604445 -2.849461 0.1 0.0 -0.2
C 1.383403 2.319183 -3.216264 0.0 0.0 -0.1
C 1.510358 1.866244 -4.527396 0.0 0.1 0.1
C 1.642007 4.126815 -1.401962 -0.1 0.4 0.1
O 1.931955 5.336695 -1.264161 -0.1 -0.3 0.1
O 1.270973 3.299606 -0.542601 0.2 0.1 -0.2
H 2.832860 4.679566 -5.903635 0.0 0.0 0.0
H 2.569599 5.441214 -3.526561 0.0 0.0 0.0
H 0.968578 1.662421 -2.462700 -0.1 -0.1 0.1
H 1.213695 0.858841 -4.789973 0.0 0.0 0.0
C -4.066367 -2.682385 0.491271 0.1 0.0 -0.1
N -3.353398 -1.929213 -0.524075 0.4 -0.1 -0.2
C -4.144695 -1.096702 -1.422761 0.0 0.1 0.1
C -2.093237 -1.544433 -0.276604 -0.7 0.3 0.2
N -1.036072 -1.138434 -0.068929 0.1 -0.5 0.1
H -4.668321 -3.462957 0.019000 0.0 0.0 0.0
H -4.726369 -2.030051 1.072042 0.0 0.0 0.0
H -3.348589 -3.152507 1.161702 0.0 0.0 0.0
H -4.776672 -1.731971 -2.047067 0.0 0.0 0.0
H -3.474116 -0.523656 -2.058013 0.0 0.0 0.0
H -4.772800 -0.397194 -0.861376 0.0 -0.1 -0.1
N -1.665377 1.667016 -0.217539 -0.1 -0.2 -0.1
P -2.647535 2.810152 -0.147388 -0.1 0.1 0.2
C -2.376905 4.031949 1.221936 0.0 0.0 0.1
C -2.224277 3.501549 2.507526 0.0 0.1 0.0
C -1.893232 4.302524 3.588860 0.0 0.0 -0.1
C -1.680881 5.664325 3.402477 0.0 0.0 -0.1
C -1.782838 6.200267 2.127340 0.0 -0.1 0.0
C -2.124133 5.389764 1.047637 0.0 0.1 0.0
C -4.410408 2.227592 0.131113 0.0 -0.1 0.0
C -5.458248 2.394774 -0.774005 -0.1 0.0 0.0
C -6.683558 1.748955 -0.598760 0.1 0.1 0.0
C -6.889152 0.921566 0.493944 0.0 0.0 0.0
C -5.850488 0.728644 1.401126 0.0 0.1 0.0
C -4.630425 1.359603 1.208392 0.0 0.1 0.0
C -2.869470 3.926160 -1.601380 0.0 0.0 0.0
C -3.763083 4.993353 -1.699624 0.0 0.0 0.0
C -3.807958 5.772853 -2.848377 0.1 -0.1 0.0
C -2.948705 5.496499 -3.910719 0.0 0.0 0.1
C -2.055082 4.438382 -3.820648 0.0 0.0 0.0
C -2.027116 3.657524 -2.669507 0.1 0.0 -0.1
H -2.314338 2.433247 2.650556 0.0 0.0 0.0
H -1.771733 3.859409 4.571680 0.0 0.0 0.0
H -1.406667 6.294790 4.240275 0.0 0.0 0.0
H -1.572320 7.250439 1.961238 0.0 0.0 0.0
H -2.154363 5.825578 0.057042 0.0 0.0 0.0
H -5.321482 3.026783 -1.642540 0.0 0.0 0.0
H -7.476572 1.895739 -1.324842 0.0 0.0 0.0
H -7.840105 0.420126 0.633232 0.0 0.0 0.0
H -5.990318 0.072773 2.254371 0.0 0.0 0.0
H -3.813182 1.154222 1.887256 0.0 0.0 0.0
H -4.424590 5.221548 -0.868971 0.0 0.0 0.0
H -4.503104 6.602760 -2.914355 0.0 0.0 0.0
H -2.973011 6.114209 -4.800680 0.0 0.0 0.0
H -1.370615 4.223123 -4.634287 0.0 0.0 0.0
H -1.342474 2.826966 -2.561993 0.1 -0.1 0.0
F 1.992512 -6.806961 0.349577 0.0 0.1 0.0
C 0.905291 -6.384053 -0.324605 0.0 -0.2 0.0
C 0.795720 -5.065563 -0.720347 0.0 0.1 0.0
C -0.351760 -4.733024 -1.420667 -0.1 0.0 0.0
F -0.576837 -3.498974 -1.857995 0.1 -0.1 0.0
C -1.339469 -5.667251 -1.703067 0.0 0.2 0.0
F -2.445780 -5.318117 -2.372990 0.0 0.0 0.0
C -1.185443 -6.970743 -1.288632 -0.2 -0.2 0.0
F -2.131825 -7.879690 -1.559571 0.0 0.0 0.0
C -0.053915 -7.340972 -0.594873 0.1 -0.1 0.1
F 0.096863 -8.614577 -0.197636 0.0 0.0 0.0
Ge 2.197471 -3.732604 -0.199197 0.3 0.0 -0.1
S 2.171086 -1.797685 -0.969065 0.0 -0.1 0.0
C 3.961698 -4.521039 -0.772467 -0.2 0.1 0.0
C 4.127871 -5.408361 -1.814373 0.0 -0.1 0.0
F 3.076845 -6.062257 -2.349435 0.0 0.1 0.0
C 5.360397 -5.687699 -2.378952 0.0 -0.1 -0.1
F 5.479373 -6.567846 -3.385747 0.0 0.0 0.0
C 6.481617 -5.054300 -1.893088 0.2 0.0 0.0
F 7.685991 -5.318450 -2.419331 0.0 0.0 0.0
C 6.362220 -4.154409 -0.852497 0.1 0.0 0.0
F 7.458922 -3.544206 -0.381104 0.0 0.0 0.0
C 5.115603 -3.902637 -0.317443 0.0 0.0 0.0
F 5.067075 -3.012020 0.680648 -0.1 0.0 0.0
C 2.105903 -4.090254 1.783964 -0.1 0.2 -0.1
C 0.929098 -3.737444 2.424144 -0.1 0.0 0.1
F -0.099245 -3.253164 1.723034 0.0 0.1 -0.1
C 0.721573 -3.885964 3.784724 -0.1 0.1 -0.1
F -0.437993 -3.533065 4.353304 0.0 0.0 0.0
C 1.727458 -4.422411 4.555136 0.0 0.0 0.3
F 1.557699 -4.579803 5.874135 0.0 0.0 0.0
C 2.904120 -4.815794 3.958346 0.2 -0.1 -0.1
F 3.872751 -5.365510 4.709061 0.0 0.0 0.0
C 3.071436 -4.653269 2.592469 0.1 -0.1 0.1
F 4.233152 -5.110996 2.097761 0.0 0.0 0.0
```
Positions in Å, forces in eV/Å.

## Properties
**E_HOMO**: -2.307 eV
**Calculated total energy**: -7392.547714 Ha
**Molar mass**: 1478.3 g/mol
**Total charge**: -2
**Energy above the lowest of the compared OMol25 structures with the same formula, charge and spin**: 109.5 kJ/mol


Record 2
The following is a quantum chemistry calculation of C56H40AsBr2F10NO2P2Se2Sr as an isolated structure at a distorted geometry, from the OMol25 dataset.

```
117
Properties=species:S:1:pos:R:3:forces:R:3
Sr 0.162467 -0.786284 0.752021 1.6 0.7 -1.3
C 3.109886 -3.023391 -0.808375 -0.1 0.0 -0.1
C 1.816080 -3.490451 -1.407748 0.0 0.1 0.1
C 1.825615 -4.498185 -2.400782 0.2 0.0 0.0
C 0.661664 -4.983952 -2.901601 -0.1 -0.1 -0.1
C -0.567998 -4.496826 -2.410439 0.0 -0.1 -0.1
C -1.839386 -5.015297 -2.784322 0.3 0.1 0.0
Br -1.982260 -6.380839 -4.113894 0.0 0.0 0.0
C -2.972461 -4.564579 -2.185582 -0.1 0.2 0.2
C -2.905605 -3.530700 -1.237235 -0.1 -0.3 -0.3
Br -4.521872 -2.983671 -0.403821 0.0 0.0 0.0
C -1.724083 -2.875274 -0.887014 0.2 0.3 0.3
O -1.670164 -1.869854 -0.100051 -0.8 -0.8 -0.8
C -0.503335 -3.453755 -1.462387 0.3 0.3 0.4
N 0.693466 -2.949420 -0.984032 -0.8 -0.5 -0.5
H 3.941663 -3.648681 -1.137606 0.0 0.0 0.0
H 3.057725 -3.024990 0.280699 0.0 0.0 0.0
H 3.301722 -1.993830 -1.117501 0.0 0.0 0.0
H 2.778455 -4.878875 -2.748416 0.0 0.0 0.0
H 0.662810 -5.759281 -3.656765 0.0 0.0 0.0
H -3.932927 -4.992057 -2.439262 0.0 0.0 0.0
Se 3.033023 -0.187068 1.768990 0.7 -0.1 0.2
P 3.594922 0.735521 -0.070493 0.0 0.2 0.0
Se 2.217167 0.511188 -1.707199 0.1 0.1 -0.1
C 5.268491 0.139408 -0.560565 0.1 0.1 0.0
C 6.288589 0.121952 0.395393 0.0 0.0 -0.1
C 7.564003 -0.303777 0.055142 -0.1 0.0 -0.1
C 7.836529 -0.729252 -1.244389 -0.1 0.0 0.1
C 6.825999 -0.720606 -2.194150 -0.1 0.0 0.1
C 5.545100 -0.282527 -1.853328 0.1 0.0 0.0
C 3.912795 2.528806 0.186869 0.1 0.1 -0.1
C 4.690138 3.257752 -0.715092 0.0 0.0 0.0
C 4.905686 4.615846 -0.524040 -0.1 -0.1 0.0
C 4.330597 5.266199 0.564767 0.0 -0.1 0.0
C 3.540333 4.548869 1.450419 0.0 -0.1 0.0
C 3.335780 3.182988 1.267006 0.0 0.1 0.0
H 6.064552 0.424502 1.412722 0.0 0.0 0.0
H 8.346302 -0.315321 0.805469 0.0 0.0 0.0
H 8.831436 -1.070559 -1.508708 0.0 0.0 0.0
H 7.027802 -1.056656 -3.205151 0.0 0.0 0.0
H 4.742434 -0.270521 -2.583470 0.0 0.0 0.0
H 5.122707 2.759525 -1.576365 0.0 0.0 0.0
H 5.516541 5.170597 -1.226837 0.0 0.0 0.0
H 4.496424 6.327214 0.716573 0.0 0.0 0.0
H 3.073197 5.048401 2.290745 0.0 0.0 0.0
H 2.718239 2.617703 1.952623 0.0 0.0 0.0
C -1.891396 2.970896 -2.706461 0.0 0.0 0.1
C -3.167477 3.087331 -3.528393 0.0 -0.2 0.0
As -3.272782 4.838048 -4.384980 0.1 0.1 -0.2
C -3.607651 5.877664 -2.768176 -0.1 0.1 0.0
C -4.803070 5.824800 -2.051705 0.1 0.1 0.1
C -4.960213 6.580433 -0.896969 0.1 0.0 0.0
C -3.920578 7.383013 -0.437743 0.0 0.0 -0.1
C -2.723813 7.431985 -1.138836 -0.1 -0.1 0.0
C -2.574780 6.688512 -2.305888 -0.1 0.0 0.2
C -5.107871 4.746061 -5.045812 -0.1 0.0 0.1
C -5.788132 3.544088 -5.227021 -0.2 0.1 -0.1
C -7.098116 3.540031 -5.705424 0.1 0.0 0.0
C -7.738443 4.733664 -6.005574 0.1 0.0 0.0
C -7.060877 5.937597 -5.836081 0.0 -0.1 0.0
C -5.756531 5.939440 -5.364801 -0.1 -0.1 -0.1
P -1.766408 1.557989 -1.510995 -0.2 -0.4 0.0
C -3.288159 1.756143 -0.512835 0.0 0.1 0.0
C -3.691335 3.023082 -0.093498 -0.1 0.1 0.0
C -4.732616 3.175904 0.814243 0.0 -0.1 0.0
C -5.379470 2.058134 1.326912 0.1 0.0 -0.1
C -4.967143 0.788617 0.934571 0.1 0.1 0.0
C -3.925038 0.637788 0.028507 0.0 0.0 0.1
C -2.191820 0.177954 -2.658390 0.1 0.0 -0.1
C -1.088915 -0.479026 -3.208823 -0.1 -0.1 -0.1
C -1.249045 -1.513897 -4.125840 -0.1 0.1 0.1
C -2.523388 -1.915911 -4.500325 0.0 0.1 0.1
C -3.631889 -1.276502 -3.952786 0.1 0.0 0.0
C -3.467491 -0.238852 -3.043046 0.0 0.0 0.0
H -1.706892 3.881402 -2.127400 0.0 0.0 0.0
H -1.024372 2.840807 -3.358134 0.0 0.1 0.0
H -4.060058 2.937238 -2.915373 0.0 0.0 0.0
H -3.181225 2.344993 -4.326768 0.0 -0.1 0.1
H -5.609990 5.180008 -2.381655 0.0 0.0 0.0
H -5.889858 6.524497 -0.343500 0.0 0.0 0.0
H -4.039964 7.958505 0.471818 0.0 0.0 0.0
H -1.904373 8.041199 -0.778607 0.0 0.0 0.0
H -1.638682 6.729106 -2.850168 0.0 0.0 0.0
H -5.313079 2.600079 -4.991739 0.0 0.0 0.0
H -7.617212 2.597354 -5.830599 0.0 0.0 0.0
H -8.760860 4.729470 -6.363490 0.0 0.0 0.0
H -7.550654 6.875745 -6.069045 0.0 0.0 0.0
H -5.240695 6.883725 -5.231062 0.0 0.0 0.0
H -3.179564 3.909382 -0.455144 0.0 0.0 0.0
H -5.018090 4.171629 1.137252 0.0 0.0 0.0
H -6.179332 2.175757 2.048982 0.0 0.0 0.0
H -5.432544 -0.096791 1.354270 0.0 0.0 0.0
H -3.572474 -0.361786 -0.210183 0.0 0.1 0.0
H -0.089591 -0.192366 -2.894737 -0.1 0.0 0.0
H -0.376433 -2.025584 -4.514669 0.0 0.0 0.0
H -2.653565 -2.743975 -5.187525 0.0 0.0 0.0
H -4.631952 -1.602772 -4.216399 0.0 0.0 0.0
H -4.341754 0.233143 -2.606971 0.0 0.0 0.0
F -3.530423 -6.021954 3.890502 0.0 0.0 0.0
C -2.592328 -5.140850 3.474023 -0.1 -0.1 0.1
C -1.343602 -5.570957 3.077315 0.2 -0.1 -0.1
F -1.061138 -6.892332 3.102938 0.0 0.1 0.0
C -0.386004 -4.667372 2.657131 0.0 -0.3 0.0
F 0.811375 -5.155350 2.272104 0.0 0.1 0.0
C -0.608496 -3.281657 2.621281 0.9 0.7 -0.4
O 0.300352 -2.431357 2.233523 -0.7 -1.7 1.4
C -1.896339 -2.891201 3.026537 -0.3 0.1 0.1
F -2.204217 -1.584183 3.015820 0.0 0.0 0.0
C -2.859471 -3.787731 3.442446 -0.1 0.3 0.0
F -4.074221 -3.345270 3.822533 0.1 0.0 0.0
F -1.211298 0.764075 1.669259 -0.6 1.3 0.7
C -0.050061 1.732120 1.708117 -0.5 0.2 0.2
F -0.607230 2.902842 1.193844 0.0 -0.1 -0.1
C -0.013619 2.029300 3.202285 -0.1 -0.2 -0.2
F 0.936741 2.958381 3.443376 0.2 0.1 0.2
F -1.149516 2.519894 3.751056 -0.2 0.1 0.0
F 0.294302 0.932363 3.909105 0.1 -0.1 0.1
```
Positions in Å, forces in eV/Å.

## Properties
**E_HOMO**: -2.805 eV
**Calculated total energy**: -16262.241069 Ha
**Molar mass**: 1491.1 g/mol
**Total charge**: -2
**Energy above the lowest of the compared OMol25 structures with the same formula, charge and spin**: 40.4 kJ/mol